Molecular formula: C35H44BrClINO2Sb2W
Method: DFT, wB97M-V/def2-TZVPD

* largest force on an atom: 0.0083 hartree/bohr
* expectation value of S²: 2.02
* HOMO-LUMO gap (alpha / beta): 6.66 / 6.77 eV
* multiplicity: 3
* calculated total energy: -5444.3396 hartree
* net charge: +2
* M: 1180.4 g mol⁻¹

Structure (XYZ):
```
88
Properties=species:S:1:pos:R:3:forces:R:3
W 1.215722 1.058520 0.081350 0.24 -0.05 -0.02
Cl 7.009613 0.439297 3.795022 0.01 0.00 -0.01
C 5.438609 0.834925 3.222649 0.08 -0.01 0.03
C 4.467988 1.205009 4.107192 0.03 0.01 0.10
C 3.167730 1.526963 3.661823 -0.32 0.27 -0.08
I 1.661460 2.012234 5.006298 0.13 -0.04 -0.01
C 2.886446 1.512743 2.325034 0.15 -0.24 0.00
O 1.634729 1.731696 1.809827 -0.05 -0.20 -0.04
C 3.874160 1.103189 1.402547 -0.26 -0.05 0.21
N 3.453553 0.974241 0.107622 -0.22 -0.09 0.06
C 4.320385 0.540412 -0.792705 -0.07 0.03 -0.08
C 5.641763 0.227118 -0.467749 0.11 -0.03 -0.01
C 6.064570 0.320103 0.835785 -0.05 0.01 0.02
C 5.163241 0.750055 1.830065 0.04 0.12 -0.23
H 4.695573 1.240505 5.163699 -0.01 0.00 -0.01
H 3.949706 0.427135 -1.804218 0.04 -0.03 -0.01
H 6.313423 -0.111161 -1.243454 -0.03 0.01 -0.01
H 7.076562 0.053281 1.110208 -0.01 0.00 -0.01
C 0.401218 3.656838 -3.232962 -0.02 -0.01 0.06
Sb 1.011654 3.573184 -1.209990 0.20 0.09 0.01
C 2.901508 4.539729 -1.177427 -0.04 -0.05 -0.03
C -0.250925 5.029060 -0.268376 0.03 -0.08 -0.07
C -1.716115 4.830551 -0.531749 -0.03 0.00 0.04
C -2.290627 5.520094 -1.600897 0.01 0.00 0.00
C -3.646076 5.441113 -1.868369 -0.01 0.01 -0.02
C -4.460641 4.676254 -1.046147 0.00 -0.01 0.01
C -3.902360 3.982444 0.013466 -0.02 0.01 -0.01
C -2.534560 4.030467 0.279637 0.06 0.01 0.05
C -1.996508 3.187638 1.403379 -0.04 -0.04 -0.14
Sb -1.530008 1.221382 0.644747 0.00 0.07 -0.07
C -2.360780 -0.160893 2.014118 0.02 0.04 0.00
C -2.816700 1.043505 -1.029565 0.03 -0.03 0.08
H -0.643697 3.361899 -3.309478 0.00 0.01 0.00
H 1.018301 2.996105 -3.838208 0.01 0.00 -0.01
H 0.516357 4.682102 -3.580411 0.00 -0.01 -0.01
H 2.815630 5.542060 -1.592070 -0.03 0.00 -0.01
H 3.614267 3.962409 -1.763017 0.01 0.01 0.00
H 3.244226 4.598277 -0.145916 0.01 0.01 0.00
H 0.090095 5.966575 -0.708584 -0.01 0.03 0.03
H 0.009508 5.048051 0.788080 -0.01 -0.02 0.03
H -1.663505 6.157096 -2.215245 -0.01 0.00 0.01
H -4.069814 5.995021 -2.695151 0.01 0.00 0.01
H -5.526658 4.630312 -1.223395 0.00 0.00 0.00
H -4.542860 3.394887 0.662629 0.00 0.01 0.00
H -2.734416 3.068476 2.195167 -0.01 -0.03 0.00
H -1.081991 3.573374 1.847803 0.01 0.02 0.05
H -3.401172 0.103712 2.194789 0.01 0.01 -0.02
H -1.801659 -0.135743 2.946397 -0.01 -0.01 0.00
H -2.300606 -1.154658 1.571951 0.01 0.00 0.02
H -2.702883 0.041013 -1.439135 -0.01 0.01 -0.02
H -2.552690 1.790454 -1.775717 -0.01 0.00 -0.01
H -3.846643 1.199078 -0.717087 0.00 0.00 0.02
C -3.095817 -4.018633 -3.341265 0.02 0.00 0.03
C -2.549777 -4.467737 -1.985737 -0.02 -0.01 0.01
C -1.899802 -5.849386 -2.152849 0.00 0.02 -0.01
C -3.718827 -4.564813 -0.993689 0.01 0.00 -0.04
C -1.514121 -3.489912 -1.436069 0.02 -0.03 0.08
C -1.141508 -2.341170 -2.118793 0.00 0.04 -0.07
C -0.211096 -1.516999 -1.520694 0.10 0.17 -0.04
Br 0.394586 0.092457 -2.415512 -0.02 -0.04 0.10
C 0.383978 -1.751549 -0.295314 -0.16 -0.24 -0.03
O 1.291461 -0.856721 0.172380 0.04 0.33 0.05
C 0.054839 -2.930572 0.392576 0.10 0.03 0.11
C -0.897283 -3.747710 -0.203400 -0.05 0.01 -0.07
C 0.754368 -3.297969 1.708511 -0.04 -0.02 -0.02
C 0.464801 -2.249613 2.793855 0.01 -0.06 0.00
C 0.272496 -4.652229 2.237487 0.00 0.03 -0.03
C 2.268203 -3.403742 1.464225 0.02 0.00 0.01
H -3.829726 -4.744379 -3.690562 0.00 0.01 -0.01
H -2.309045 -3.960438 -4.096573 -0.01 0.00 0.00
H -3.598574 -3.050504 -3.276053 0.00 -0.01 -0.01
H -2.629429 -6.551214 -2.558636 0.01 0.00 0.00
H -1.546612 -6.253159 -1.203153 0.00 0.01 0.00
H -1.053066 -5.802153 -2.840065 -0.01 -0.01 0.00
H -4.461938 -5.269410 -1.369703 0.00 0.01 0.02
H -4.205970 -3.595219 -0.867440 0.00 -0.01 0.01
H -3.393516 -4.917467 -0.014034 -0.01 0.00 0.00
H -1.554667 -2.091847 -3.085762 0.00 0.00 0.01
H -1.178720 -4.653008 0.313685 0.01 0.00 -0.01
H -0.599944 -2.229612 3.032731 0.02 0.01 0.00
H 0.783565 -1.247681 2.504964 0.00 0.03 -0.01
H 1.001836 -2.518257 3.705520 -0.01 0.01 0.00
H -0.796311 -4.646796 2.460166 0.01 -0.01 0.00
H 0.798603 -4.879681 3.164849 0.00 0.01 -0.01
H 0.483630 -5.459028 1.533833 -0.01 -0.01 0.01
H 2.704943 -2.453264 1.158780 0.00 -0.01 0.00
H 2.483842 -4.145556 0.693119 0.00 0.00 0.01
H 2.760506 -3.723165 2.384355 0.00 0.00 -0.01
```
Positions in Å, forces in eV/Å.

Population analysis type Löwdin, resulting atomic charges in e:
1 W 1.080
2 Cl 0.785
3 C -0.586
4 C -0.129
5 C -0.630
6 I 1.008
7 C -0.377
8 O -0.362
9 C -0.159
10 N -0.030
11 C -0.080
12 C -0.004
13 C 0.035
14 C -0.148
15 H 0.111
16 H 0.124
17 H 0.125
18 H 0.114
19 C -0.281
20 Sb 1.322
21 C -0.274
22 C -0.278
23 C -0.289
24 C -0.046
25 C -0.053
26 C -0.051
27 C -0.060
28 C -0.305
29 C -0.266
30 Sb 1.378
31 C -0.256
32 C -0.261
33 H 0.013
34 H 0.011
35 H 0.030
36 H 0.026
37 H 0.014
38 H 0.017
39 H 0.077
40 H 0.069
41 H 0.119
42 H 0.116
43 H 0.117
44 H 0.123
45 H 0.077
46 H 0.049
47 H 0.028
48 H 0.014
49 H 0.011
50 H -0.001
51 H 0.014
52 H 0.027
53 C -0.058
54 C -0.556
55 C -0.031
56 C -0.034
57 C -0.141
58 C -0.056
59 C -0.513
60 Br 0.849
61 C -0.378
62 O -0.353
63 C -0.077
64 C 0.050
65 C -0.522
66 C -0.032
67 C -0.051
68 C -0.026
69 H 0.096
70 H 0.092
71 H 0.088
72 H 0.095
73 H 0.082
74 H 0.096
75 H 0.095
76 H 0.089
77 H 0.082
78 H 0.111
79 H 0.104
80 H 0.079
81 H 0.062
82 H 0.098
83 H 0.093
84 H 0.097
85 H 0.097
86 H 0.068
87 H 0.100
88 H 0.095